Density functional theory data (the ωB97M-V functional and the def2-TZVPD basis) for a cluster of 2 separate species, C22H17ClN2O2S in total in a non-equilibrium geometry.

```
45
Properties=species:S:1:pos:R:3:forces:R:3
N -6.80111 0.37188 4.54794 2.5 -0.1 -0.5
C -5.65078 0.35145 4.32974 -2.4 0.1 0.6
C -4.24123 0.33307 4.04104 0.2 0.1 0.0
C -3.55313 -0.88197 3.99891 0.1 -0.2 -0.1
C -2.22174 -0.91092 3.60455 -0.3 0.0 0.1
C -1.59494 0.27751 3.25626 0.2 0.1 0.4
S 0.06780 0.20898 2.62330 1.1 0.5 3.3
C 1.07553 0.44702 3.95749 -3.8 0.8 -0.4
Cl 2.64259 -0.05612 4.01916 2.3 -1.0 -0.1
O 0.20486 -1.16034 2.12962 0.3 -0.2 -1.4
O 0.09186 1.30698 1.66926 -0.1 -0.2 -1.4
C -2.23228 1.50355 3.40082 -0.2 0.1 0.1
C -3.56486 1.53063 3.79422 0.0 0.1 0.0
H -4.06185 -1.80403 4.27048 0.0 0.2 -0.1
H -1.66434 -1.84219 3.55306 -0.1 0.2 0.0
H 0.61324 0.91286 4.82126 0.2 0.0 -0.3
H -1.68955 2.42541 3.20277 -0.1 -0.2 -0.1
H -4.08731 2.47881 3.90792 0.1 -0.2 -0.1
C 2.09645 0.30242 -4.71893 0.1 0.0 -0.4
N 1.65836 0.08706 -3.34706 0.0 -0.1 0.3
C 2.57061 -0.50499 -2.49080 -0.5 0.0 0.4
C 3.84043 -0.91250 -2.93474 0.8 -0.2 -0.2
C 4.71999 -1.56748 -2.07625 -0.6 0.5 -0.1
C 4.35224 -1.83449 -0.74330 -0.5 0.0 0.5
C 3.11616 -1.42177 -0.27318 0.4 -0.2 0.0
C 2.20272 -0.74549 -1.12600 0.4 0.3 -0.9
C 0.94202 -0.33990 -0.69875 -0.2 -0.6 -0.4
C -0.01269 0.14926 -1.59161 0.3 0.3 -1.0
C 0.36312 0.38355 -2.96348 0.1 -0.3 0.6
C -0.61557 0.86892 -3.85647 -0.7 0.4 -0.3
C -1.92382 1.09816 -3.43290 0.9 0.0 0.0
C -2.29741 0.84056 -2.10381 0.1 -0.3 0.7
C -1.35572 0.37982 -1.20311 -0.5 0.1 0.0
H 1.30590 0.76593 -5.29965 0.3 -0.1 0.1
H 2.97643 0.95540 -4.74793 -0.2 -0.1 0.1
H 2.35514 -0.66351 -5.16673 -0.1 0.2 0.0
H 4.16113 -0.71637 -3.95735 -0.1 -0.1 0.4
H 5.71903 -1.84838 -2.41711 -0.4 0.1 0.0
H 5.03830 -2.36477 -0.07495 -0.3 0.3 -0.3
H 2.79140 -1.61350 0.75383 0.2 0.1 -0.3
H 0.65950 -0.56736 0.30884 -0.2 0.0 0.5
H -0.39262 1.09325 -4.90016 -0.1 -0.1 0.5
H -2.65771 1.51509 -4.12532 0.3 -0.2 0.1
H -3.32770 1.00073 -1.77531 0.4 0.0 -0.1
H -1.61843 0.16779 -0.16560 0.1 0.2 -0.3
```
Positions in Å, forces in eV/Å.

Values from the calculation:
E_LUMO   -2.21 eV
Gap between HOMO and LUMO   3.248 eV
Energy   -53519.09792 eV
Maximum force   3.86 eV/A
Energy above the lowest of the compared OMol25 structures with the same formula, charge and spin   0.0 kcal per mole
2S+1   1


Density functional theory data (the ωB97M-V functional and the def2-TZVPD basis) for an isolated molecule of C22H17ClN2OS in a non-equilibrium geometry.

```
44
Properties=species:S:1:pos:R:3:forces:R:3
O -1.02328 2.88127 -2.03689 -0.1 0.1 -0.1
C -0.61013 1.74709 -1.96514 -0.4 -0.5 -0.6
C -1.16001 0.62859 -2.85352 -0.2 0.2 0.1
C -1.53760 -0.59434 -2.03408 0.5 -0.2 0.2
C -2.60061 -0.40634 -0.98426 -0.2 0.0 0.1
C -3.24265 0.80317 -0.75299 0.0 -0.2 -0.1
C -4.21308 0.90756 0.22995 -0.1 -0.1 0.2
C -4.54717 -0.20086 0.98751 0.2 0.1 -0.2
Cl -5.75722 -0.07094 2.21466 -0.1 0.0 0.2
C -3.92083 -1.41851 0.76914 0.0 0.0 0.0
C -2.95620 -1.51124 -0.21304 -0.1 0.1 0.0
S -0.01258 -1.28269 -1.23647 -0.1 0.1 -0.3
C 0.81580 0.24455 -0.82285 -1.0 -0.5 -0.6
N 1.93780 0.06983 -0.10083 0.3 -0.2 0.2
C 2.65529 1.15111 0.47022 0.4 0.5 0.2
C 4.04462 1.07858 0.50578 -0.1 0.0 -0.1
C 4.77614 2.09949 1.08354 0.0 0.0 0.0
C 4.13174 3.19676 1.62885 0.1 0.1 0.0
C 2.74901 3.26478 1.59721 0.0 0.0 0.0
C 2.00691 2.24783 1.02515 -0.1 -0.1 0.1
C 2.46201 -1.23086 0.13483 0.1 -0.5 0.1
C 2.89345 -2.02412 -0.92185 0.1 0.2 0.1
C 3.41542 -3.27950 -0.66716 0.0 -0.1 0.0
C 3.51844 -3.74043 0.63438 0.0 -0.1 0.0
C 3.10129 -2.94230 1.68710 0.0 0.0 0.1
C 2.57470 -1.68766 1.44211 -0.1 0.0 -0.1
N 0.39885 1.41361 -1.11868 0.7 0.6 0.5
H -0.39197 0.35137 -3.58162 -0.1 0.0 0.0
H -2.02957 1.00511 -3.39389 0.1 0.0 0.0
H -1.84179 -1.40759 -2.70254 0.1 0.1 0.1
H -3.00261 1.68226 -1.32720 0.0 0.1 -0.1
H -4.70483 1.85146 0.40393 -0.1 0.1 0.0
H -4.18645 -2.28008 1.36100 -0.1 -0.1 0.1
H -2.45838 -2.45568 -0.38223 0.0 -0.1 0.0
H 4.54933 0.22540 0.07679 0.0 -0.1 0.0
H 5.85391 2.03687 1.10254 0.1 0.0 0.0
H 4.70484 3.99469 2.07608 0.0 0.1 0.0
H 2.23946 4.11510 2.02420 -0.1 0.1 0.0
H 0.93211 2.30786 0.99995 0.0 0.0 0.0
H 2.82334 -1.65329 -1.93322 0.0 0.1 -0.1
H 3.74928 -3.89509 -1.48853 0.0 -0.1 -0.1
H 3.92838 -4.71975 0.82914 0.0 -0.1 0.0
H 3.18434 -3.29795 2.70288 0.0 0.0 0.1
H 2.24815 -1.05563 2.25444 0.0 0.1 0.1
```
Positions in Å, forces in eV/Å.

Values from the calculation:
E_LUMO   0.40 eV
Gap between HOMO and LUMO   8.851 eV
Energy   -51475.88242 eV
Maximum force   1.29 eV/A
Structure (SMILES)   O=C1C[C@H](c2ccc(Cl)cc2)SC(N(c2ccccc2)c2ccccc2)=N1
2S+1   1


Density functional theory data (the ωB97M-V functional and the def2-TZVPD basis) for a structure of composition C22H17F3NO5S2 in a non-equilibrium geometry.

```
50
Properties=species:S:1:pos:R:3:forces:R:3
C 2.87714 6.71557 0.93165 0.1 0.1 0.0
C 2.12801 5.64938 0.16400 0.0 0.0 0.0
C 0.73330 5.61833 0.19427 -0.1 -0.1 -0.1
C 0.02179 4.59462 -0.42639 0.1 -0.1 0.3
C 0.72602 3.56995 -1.05713 -0.1 -0.1 -0.1
S -0.17241 2.19811 -1.79676 -1.0 -3.2 0.7
N -0.33517 0.69359 -0.50204 0.9 2.6 -1.3
C -0.93276 -0.26205 -1.02618 -2.6 -5.1 -2.4
O -1.60205 -1.03581 -1.74133 0.5 5.4 -1.4
O -1.55154 2.57064 -1.99903 0.9 0.6 -0.1
O 0.64047 1.63439 -2.85707 -0.3 0.9 0.6
C 2.11045 3.64340 -1.20383 -0.1 -0.1 0.3
C 2.80342 4.67494 -0.57512 -0.1 0.1 0.1
H 3.96062 6.58879 0.81573 -0.2 0.0 0.1
H 2.62073 7.73207 0.59465 0.0 -0.3 0.0
H 2.64094 6.66830 2.00730 0.1 -0.1 -0.4
H 0.21035 6.41616 0.72140 0.0 -0.2 -0.1
H -1.06232 4.58633 -0.41281 0.1 -0.1 0.0
H 2.63330 2.89756 -1.79164 -0.1 0.0 0.1
H 3.88920 4.74238 -0.64040 -0.2 -0.2 -0.1
F -6.11031 -2.06278 3.40586 0.5 0.1 0.6
C -4.87542 -1.87909 3.96204 0.4 -0.2 -0.5
F -4.92572 -0.72899 4.69095 -0.1 -0.7 -0.2
F -4.69471 -2.90452 4.85616 -0.4 0.6 -0.2
C -3.79818 -1.86094 2.90790 -0.5 0.1 0.5
C -2.68704 -1.03802 3.05097 0.4 0.1 -0.7
C -1.70091 -1.04074 2.06255 -0.3 0.2 1.0
C -1.77400 -1.91583 0.96716 1.4 -0.6 -0.8
C -0.66397 -2.01372 -0.01047 1.2 -0.3 3.7
S -0.40804 -3.68142 -0.62038 1.0 2.2 -0.1
C 1.17461 -3.53212 -1.48313 0.0 -0.3 0.0
C 1.35340 -2.61178 -2.51725 0.4 0.0 0.2
C 2.62981 -2.49159 -3.07997 0.0 -0.1 0.0
C 3.68058 -3.33077 -2.68197 -0.2 0.0 0.2
C 3.45122 -4.31390 -1.71443 -0.2 0.2 -0.2
C 2.19118 -4.41427 -1.12590 0.2 0.2 0.1
O -0.18952 -4.59944 0.47784 -0.2 -0.1 -0.2
O -1.37264 -3.99937 -1.63164 -0.7 -0.6 -0.3
C -2.91417 -2.73241 0.83310 -0.9 0.0 0.3
C -3.91268 -2.69856 1.80481 0.3 0.0 -0.3
H -2.59854 -0.40410 3.92761 0.0 0.0 -0.2
H -0.83641 -0.38628 2.18578 -0.2 -0.2 -0.1
H 0.26204 -1.47447 0.22401 0.0 -1.1 0.6
H 0.52270 -1.98908 -2.85303 0.2 -0.1 0.2
H 2.81339 -1.72020 -3.82777 -0.1 -0.2 0.1
H 4.67602 -3.22275 -3.12182 -0.4 0.0 0.1
H 4.24113 -4.99684 -1.39791 -0.2 0.2 -0.2
H 1.99432 -5.16286 -0.36741 0.0 0.1 0.0
H -3.06927 -3.36589 -0.04347 0.3 0.2 0.3
H -4.79835 -3.32391 1.72057 0.2 0.1 -0.1
```
Positions in Å, forces in eV/Å.

Values from the calculation:
E_LUMO   1.82 eV
Gap between HOMO and LUMO   5.003 eV
Energy   -64638.43137 eV
Maximum force   6.25 eV/A
Charge   -1
Energy above the lowest of the compared OMol25 structures with the same formula, charge and spin   26.1 kcal per mole
2S+1   1


Density functional theory data (the ωB97M-V functional and the def2-TZVPD basis) for a structure of composition C22H17MgN17OS3Sb.

```
62
Properties=species:S:1:pos:R:3:forces:R:3
Mg -0.75592 -1.62853 -2.76046 0.0 0.2 -0.3
S -0.11491 -1.44782 -5.31779 0.0 0.0 0.1
Sb -2.12366 -0.38740 -5.67414 0.0 0.0 0.0
S -2.61919 0.52680 -3.48053 0.1 0.1 0.1
S -1.64022 1.92687 -4.75285 -0.1 -0.2 0.1
C -1.04868 -2.55264 2.65677 -0.1 0.0 -0.2
N -1.48926 -2.07619 1.35380 -0.1 -0.1 0.1
C -0.75542 -1.68991 0.31766 0.1 0.1 0.0
N -1.54311 -1.32520 -0.68364 0.0 -0.3 0.0
C -2.78807 -1.54601 -0.18591 0.0 0.1 0.0
N -2.80665 -1.99591 1.04508 0.1 0.1 0.1
C -0.80001 -1.45198 3.66352 0.0 0.0 0.0
C -1.10309 -1.68477 5.00089 0.0 0.0 0.0
C -0.82592 -0.69165 5.94576 0.0 0.0 0.0
C -0.26484 0.50885 5.57400 0.0 0.0 0.0
C 0.04257 0.75889 4.22012 0.0 0.0 0.1
C -0.23639 -0.24776 3.27709 0.0 0.0 0.0
C 0.61850 1.99437 3.81053 0.0 0.0 0.0
N 0.91795 3.05739 4.52618 0.0 0.0 0.0
N 1.43503 3.98146 3.70009 0.0 0.0 0.0
C 1.43978 3.46586 2.47409 0.0 0.0 0.0
O 0.92809 2.18505 2.48462 0.0 0.0 0.0
C 1.87299 4.03350 1.25802 0.0 0.0 0.1
C 2.36023 5.36389 1.20543 0.0 0.0 0.0
C 2.76683 5.90633 0.00890 0.0 0.0 0.0
C 2.71548 5.16815 -1.17908 0.0 0.0 0.0
C 2.24368 3.85117 -1.13892 0.0 0.0 0.0
C 2.20767 3.10532 -2.45484 0.0 -0.1 0.0
N 1.87767 1.69355 -2.37241 0.1 0.0 -0.1
C 0.68914 1.11882 -2.23370 -0.1 0.0 0.0
N 0.82072 -0.19689 -2.26342 -0.1 -0.1 -0.1
C 2.15703 -0.37385 -2.44956 0.1 -0.1 0.1
N 2.83672 0.74228 -2.51927 -0.1 0.1 0.1
C 1.83095 3.28849 0.04842 0.0 0.0 0.0
H -0.15379 -3.15350 2.48517 0.0 0.0 0.0
H -1.83515 -3.21860 3.00564 0.0 0.0 0.0
H 0.32348 -1.71654 0.30401 0.0 0.0 0.0
H -3.68659 -1.37776 -0.75663 0.0 0.0 0.0
H -1.55746 -2.62054 5.30415 0.0 0.0 0.0
H -1.06352 -0.86307 6.98968 0.0 0.0 0.0
H -0.05644 1.27605 6.30784 0.0 0.0 0.0
H -0.00916 -0.05185 2.23813 0.0 0.0 0.0
H 2.40352 5.94238 2.11865 0.0 0.0 0.0
H 3.13500 6.92646 -0.01095 0.0 0.0 0.0
H 3.04114 5.60463 -2.11641 0.0 0.0 0.0
H 3.18855 3.13848 -2.92654 0.0 0.0 0.0
H 1.49461 3.56817 -3.14035 0.0 0.0 0.0
H -0.23600 1.66236 -2.13732 0.0 0.0 0.0
H 2.61316 -1.34804 -2.51452 0.0 0.0 0.0
H 1.48168 2.26544 0.07885 0.0 0.0 0.0
N -1.93340 -4.71634 -1.86350 0.0 0.0 0.0
C -0.61267 -4.43074 -1.54352 -0.2 0.0 -0.1
N 0.07121 -5.12179 -0.64740 0.1 0.1 0.1
N 1.26578 -4.48937 -0.59238 0.0 -0.1 0.0
N 1.28754 -3.49393 -1.40717 -0.1 0.0 0.0
N 0.09099 -3.42093 -2.04947 0.2 0.1 0.1
C -2.61927 -4.10460 -2.90172 0.1 -0.1 0.2
N -3.59349 -4.68921 -3.58200 0.0 0.1 -0.2
N -3.97693 -3.75148 -4.47352 0.0 -0.1 0.1
N -3.27483 -2.68378 -4.31860 0.1 0.1 0.0
N -2.40033 -2.86081 -3.30604 0.0 0.1 0.0
H -2.23331 -5.65161 -1.64855 0.0 0.0 0.0
```
Positions in Å, forces in eV/Å.

Values from the calculation:
E_LUMO (alpha / beta)   4.16 / 4.15 eV
Gap between HOMO and LUMO (alpha / beta)   4.094 / 7.377 eV
Energy   -94963.40436 eV
Maximum force   0.36 eV/A
Charge   -2
Energy above the lowest of the compared OMol25 structures with the same formula, charge and spin   0.0 kcal per mole
2S+1   2
<S²>   0.804


Density functional theory data (the ωB97M-V functional and the def2-TZVPD basis) for a structure of composition C22H17N3O2S in a non-equilibrium geometry.

```
45
Properties=species:S:1:pos:R:3:forces:R:3
O 0.91149 1.26811 -1.48326 5.2 4.5 0.7
C -0.00946 0.59889 -1.46335 -6.1 -5.5 -2.9
N -1.02163 0.49131 -0.48204 0.4 -3.9 -6.7
C -0.85653 1.06492 0.70034 1.4 -1.9 -8.0
N -1.64615 0.85300 1.47391 -13.3 -7.5 6.7
C -1.71685 1.20351 2.70930 -6.4 -4.9 0.7
C -2.70031 0.76390 3.64451 -3.0 2.9 1.4
C -2.81676 1.60060 4.80773 -1.9 -5.4 -0.4
C -1.80358 2.43576 5.18418 1.0 1.7 6.5
C -0.76173 2.72291 4.44025 -4.6 -4.1 -6.7
C -0.96540 2.11641 3.01083 12.4 11.6 6.0
C 0.22515 2.54724 2.01049 2.8 3.3 7.7
O 1.40045 3.34135 2.41004 -7.1 -4.6 -3.0
N 0.03580 1.85695 0.93843 13.6 8.5 -4.7
H 0.86256 2.16367 0.14750 -2.8 -1.7 2.2
H 0.03288 3.22823 4.67136 4.4 2.9 1.1
H -1.67450 2.75786 6.36913 -0.9 -0.7 -3.1
H -3.55462 1.15806 5.59331 1.0 1.5 -1.5
H -3.72146 0.37891 3.33427 1.8 -0.5 0.1
H -1.67850 -0.41695 -0.65179 2.1 3.3 1.3
C -0.20559 -0.33190 -2.81139 -5.4 0.2 3.9
C -1.61257 -0.82731 -3.24732 2.0 7.4 5.2
C -1.88069 -1.54487 -4.25554 17.3 -2.0 2.5
C -0.75870 -2.31147 -4.86529 0.5 5.5 1.4
C 0.45602 -1.67048 -4.58744 3.4 -7.1 0.7
C 0.78882 -0.97594 -3.32377 4.2 -0.3 -4.1
S 2.69762 -0.76673 -2.81717 -3.4 -0.5 -0.7
C 2.48742 -2.18420 -1.78024 7.3 -4.9 -2.7
C 1.83262 -2.17813 -0.56149 4.0 6.7 4.7
C 2.22715 -1.25876 0.55433 -1.4 -1.3 -2.7
C 1.31704 -0.98455 1.56520 11.2 3.3 -0.3
C 0.24884 -1.58613 1.63753 -13.1 -6.4 1.8
C -0.28245 -2.50068 0.69643 1.1 0.2 -1.5
C 0.68560 -2.66042 -0.44407 -11.3 -5.5 1.5
H 0.28670 -3.32729 -1.26443 0.5 0.7 0.7
H -1.39730 -3.01184 0.73681 3.4 1.4 -0.1
H -0.40343 -1.39210 2.54041 0.7 -0.3 -0.9
H 1.70589 -0.63458 2.50867 0.2 1.3 -0.1
H 3.11473 -0.71853 0.38012 1.2 0.5 0.4
H 2.26283 -3.24907 -2.42305 0.5 3.1 1.6
H 3.73817 -2.38156 -1.33922 -3.1 0.4 -1.8
H 1.36128 -2.64183 -4.96881 -2.0 3.8 0.8
H -0.82214 -2.86760 -5.75377 -0.4 -1.0 -0.7
H -2.63146 -1.70746 -4.57265 -17.7 -3.4 -6.8
H -2.38527 -0.10399 -2.85394 0.5 -1.2 -0.2
```
Positions in Å, forces in eV/Å.

Values from the calculation:
E_LUMO   -0.06 eV
Gap between HOMO and LUMO   8.807 eV
Energy   -42473.43351 eV
Maximum force   19.26 eV/A
Energy above the lowest of the compared OMol25 structures with the same formula, charge and spin   412.3 kcal per mole
2S+1   1


Density functional theory data (the ωB97M-V functional and the def2-TZVPD basis) for an isolated molecule of C22H17N3O4 in a non-equilibrium geometry.

```
46
Properties=species:S:1:pos:R:3:forces:R:3
O 4.91115 -3.57747 5.28955 -0.2 -0.6 -0.1
C 3.98622 -4.12227 4.71650 0.7 2.7 0.3
O 3.72326 -5.41665 4.86297 1.0 -0.6 1.3
C 3.05296 -3.30140 3.86048 1.1 1.2 1.6
C 3.09379 -1.86699 3.76007 0.5 -2.4 -1.5
C 2.19010 -1.29003 2.85316 3.2 -1.3 3.8
C 1.23598 -1.99092 2.25235 -1.9 0.2 -3.2
C 0.45963 -1.19082 1.23772 -1.9 -3.1 -0.1
N -0.46351 -1.78077 0.41146 2.4 2.2 1.8
C -0.94404 -0.70283 -0.26353 -1.1 -1.1 -1.4
C -1.86392 -1.06095 -1.37598 -1.2 2.8 -2.4
C -1.62251 -2.10480 -2.32218 -0.6 0.5 2.3
C -2.54067 -2.26108 -3.31557 -0.7 -0.9 -1.3
C -3.62120 -1.39508 -3.48759 0.5 -2.8 -1.5
C -3.72662 -0.35639 -2.66703 0.8 2.6 0.4
N -2.82073 -0.10170 -1.69850 0.1 -1.6 1.1
C -0.37836 0.50614 0.13386 -2.3 1.2 -3.8
C -0.45440 1.89594 -0.45695 0.7 1.1 3.7
C -0.14109 2.94075 0.42523 0.5 -2.8 -2.0
C -0.10667 4.29711 -0.04219 -1.4 2.1 -1.7
C -0.47126 4.62545 -1.37392 0.3 1.4 3.4
O -0.68305 5.87887 -2.02216 0.3 -1.1 1.7
C -1.11687 5.57381 -3.38213 3.1 0.8 0.4
O -1.51429 4.30432 -3.28243 -2.4 -4.1 -0.8
C -0.67154 3.54713 -2.34863 1.6 2.5 0.0
C -1.06004 2.24340 -1.77922 -3.2 -1.9 -1.2
N 0.47072 0.15738 1.07031 2.6 -0.8 2.8
C 1.19717 -3.36990 2.35473 -0.6 -0.4 1.1
C 2.08887 -3.99164 3.24319 -2.4 -0.9 -2.1
H 4.37143 -5.67678 5.59451 -1.1 0.2 -1.4
H 4.02337 -1.41926 4.07560 -0.3 0.6 0.5
H 2.33531 -0.30671 2.66566 0.3 3.0 -0.5
H -0.87033 -2.83683 -2.10123 0.4 -0.1 -0.2
H -2.48489 -3.08449 -4.03715 0.3 0.2 0.4
H -4.31623 -1.61096 -4.30140 0.1 0.3 0.3
H -4.42519 0.41748 -3.04011 0.2 0.0 1.3
H 0.20808 2.73106 1.47458 -0.5 0.3 -1.2
H 0.01936 4.93378 0.83810 0.1 0.8 -1.1
H -0.21461 5.53447 -3.98763 0.7 0.5 -0.2
H -1.69991 6.38704 -3.90123 -0.6 -1.3 1.4
H 0.36709 3.37610 -2.65121 0.2 0.3 -1.5
H -0.82728 1.43260 -2.53445 -0.5 0.9 0.8
H -2.20417 2.27498 -1.62868 1.5 -0.4 -0.3
H 1.09705 0.76027 1.60646 -0.5 -0.2 -0.6
H 0.40073 -3.93965 1.89224 0.2 0.1 -0.2
H 2.01112 -5.06174 3.38233 0.0 0.0 -0.1
```
Positions in Å, forces in eV/Å.

Values from the calculation:
E_LUMO   -0.08 eV
Gap between HOMO and LUMO   7.127 eV
Energy   -35746.61875 eV
Maximum force   5.19 eV/A
Structure (SMILES)   O=C(O)c1ccc(-c2nc(-c3ccccn3)c(C3=CC=C4OCO[C@@H]4C3)[nH]2)cc1
Energy above the lowest of the compared OMol25 structures with the same formula, charge and spin   108.8 kcal per mole
2S+1   1


> The lowest energy belongs to which entry?

C22H17MgN17OS3Sb